No. 1
Computed, not measured: a molecular structure, C35H40N12O2Tc at a distorted geometry, with wB97M-V/def2-TZVPD.

Calculated values
**E_HOMO (alpha / beta)**: -18.18 / -18.83 eV
**Net charge**: +4
**Frontier orbital gap (alpha / beta)**: 6.5 / 5.9 eV
**LUMO (alpha / beta)**: -11.7 / -12.9 eV
**2S+1**: 2

XYZ file:
```
90
Properties=species:S:1:pos:R:3:forces:R:3:lowdin_charge:R:1
Tc -0.033771 1.762890 -0.308958 0.0799 0.2476 -0.6146 1.430
C -0.014627 -0.820975 4.684517 -0.0561 0.0599 0.0051 -0.020
N 0.266153 0.057547 3.528414 0.0996 -0.0832 0.0132 -0.067
C -0.382013 0.196297 2.387458 -0.1304 0.1134 0.0555 -0.092
N 0.190186 1.178918 1.673293 0.2113 -0.1319 -0.0194 -0.068
C 1.224243 1.591613 2.478207 -0.0493 0.0517 0.0213 -0.147
N 1.298560 0.929901 3.593529 -0.0353 0.0470 0.0167 0.176
C 0.369180 -2.271756 4.493692 -0.0094 -0.0191 -0.0547 -0.166
C 1.103036 -2.946479 5.479983 0.0228 0.0080 0.0025 0.046
C 1.376499 -4.307125 5.375953 -0.0042 -0.0180 -0.0097 0.007
C 0.922069 -5.028517 4.288127 0.0399 -0.0197 0.0352 0.057
C 0.182973 -4.360431 3.297495 -0.0240 0.0027 -0.0550 -0.112
C -0.086887 -2.984404 3.410775 -0.0451 0.0151 0.0508 0.045
C -0.334650 -5.057206 2.176984 -0.0091 0.0284 -0.0083 -0.191
N -0.206106 -6.348205 1.831497 0.0106 0.0091 0.0449 0.192
N -0.850772 -6.521825 0.702085 -0.0240 -0.0109 -0.0289 0.193
C -1.378186 -5.336964 0.349121 -0.0105 0.0423 -0.0134 -0.193
O -1.070018 -4.392333 1.261845 0.0369 -0.0406 -0.0038 0.145
C -2.131872 -4.990536 -0.795539 0.0213 0.0122 0.0681 -0.109
C -2.460165 -5.965673 -1.752502 -0.0105 -0.0449 -0.0572 0.059
C -3.185948 -5.585061 -2.866610 0.0092 -0.0084 0.0058 0.007
C -3.573654 -4.260843 -3.026332 -0.0188 -0.0088 -0.0017 0.045
C -3.253413 -3.280369 -2.069822 -0.0065 -0.0197 0.0488 -0.163
C -3.772161 -1.871781 -2.261306 -0.0087 0.0647 0.0118 -0.031
N -3.102465 -0.878285 -1.410664 0.0260 -0.0265 0.0128 -0.097
C -1.962963 -0.222530 -1.597709 -0.0400 0.0437 -0.0484 -0.088
N -1.742138 0.573724 -0.547991 0.0396 -0.3419 0.2108 -0.061
C -2.813973 0.332519 0.268245 -0.0755 0.1421 -0.0822 -0.208
N -3.649366 -0.536503 -0.226966 -0.0015 -0.0279 0.0289 0.171
C -2.542314 -3.649252 -0.957623 -0.0030 0.0330 -0.0162 0.051
H -1.080641 -0.737287 4.899772 -0.0011 0.0138 -0.0055 0.152
H 0.526831 -0.368370 5.510743 0.0147 -0.0295 0.0210 0.142
H -1.258837 -0.366211 2.121181 0.0458 -0.0336 -0.0496 0.123
H 1.892477 2.396564 2.222367 0.0071 -0.0251 -0.0075 0.107
H 1.455429 -2.405014 6.350183 0.0092 0.0012 -0.0092 0.140
H 1.939627 -4.800882 6.155839 -0.0016 -0.0017 -0.0047 0.137
H 1.117330 -6.089188 4.195022 -0.0028 0.0063 0.0034 0.143
H -0.690509 -2.515162 2.645725 0.0018 0.0081 0.0009 0.109
H -2.145712 -6.991539 -1.609235 -0.0041 0.0068 0.0008 0.143
H -3.454426 -6.316840 -3.615989 0.0032 -0.0020 0.0083 0.138
H -4.146064 -3.984543 -3.904845 0.0061 -0.0019 -0.0015 0.142
H -4.824672 -1.816249 -1.983784 -0.0225 0.0018 -0.0374 0.155
H -3.683882 -1.547170 -3.297317 0.0484 -0.0267 -0.0095 0.147
H -1.337425 -0.316540 -2.470780 0.0188 -0.0316 0.0272 0.156
H -2.997315 0.844173 1.200069 0.0261 -0.0503 0.0163 0.128
H -2.302687 -2.930371 -0.185738 -0.0057 -0.0024 -0.0064 0.117
C -3.009014 3.348374 -2.772172 0.0661 0.0371 -0.0323 -0.017
C -2.598606 4.048864 -1.483173 -0.1141 -0.4152 -0.6418 -0.561
C -3.616866 3.785581 -0.385029 0.0244 -0.0785 -0.0072 -0.024
C -2.379062 5.540102 -1.694971 0.0893 0.0127 0.0484 -0.012
N -1.209470 3.447432 -1.126832 0.4059 0.1137 1.1072 -0.076
N -0.913563 3.554123 0.273470 -0.1115 0.1607 0.4450 -0.050
H -3.886783 3.835049 -3.195274 -0.0091 -0.0029 0.0182 0.114
H -3.255490 2.301566 -2.585804 0.0020 0.0082 -0.0078 0.075
H -2.217509 3.400121 -3.523363 -0.0151 0.0146 -0.0058 0.098
H -4.592749 4.090722 -0.762206 0.0073 0.0135 -0.0122 0.124
H -3.455715 4.376903 0.520109 -0.0184 0.0223 -0.0146 0.100
H -3.699137 2.724632 -0.141374 -0.0068 0.0446 0.0027 0.067
H -3.331409 6.018103 -1.923493 -0.0015 -0.0105 -0.0011 0.118
H -1.710781 5.731839 -2.537754 -0.0076 0.0036 0.0005 0.103
H -1.982942 6.028437 -0.800300 -0.0232 0.0007 -0.0059 0.096
H -0.499768 3.984941 -1.621465 -0.1918 0.2719 -0.0385 0.100
H -1.768653 3.512145 0.821827 -0.1358 0.0719 -0.1587 0.099
H -0.392918 4.381480 0.560895 0.1384 -0.0179 -0.1876 0.127
C 5.590858 1.324082 -1.745494 -0.0414 0.0048 -0.0200 0.063
N 4.367508 0.523126 -1.631874 0.0149 -0.0673 0.0494 -0.017
N 3.159061 1.036671 -1.236188 -0.0485 0.0135 -0.0133 0.061
C 2.216645 0.063965 -1.380461 -0.0275 0.1063 -0.1085 -0.339
O 0.947611 0.262267 -1.094641 -0.2177 -0.2965 0.0546 -0.216
C 2.839317 -1.070905 -1.860964 -0.0017 -0.0016 -0.0537 0.100
C 4.186815 -0.745248 -2.019837 -0.0081 0.0253 -0.0320 -0.201
C 5.301600 -1.564811 -2.558812 -0.0003 -0.0004 0.0062 0.030
C 2.990964 2.308852 -0.620938 -0.0097 0.0181 0.0567 -0.212
C 2.080130 3.207990 -1.184981 -0.0180 0.0401 0.0456 -0.084
C 1.978655 4.492994 -0.632379 -0.0242 -0.0276 -0.0438 -0.075
C 2.755782 4.857124 0.454498 0.0411 0.0002 0.0368 -0.021
C 3.660390 3.945710 0.999486 -0.0044 0.0348 -0.0153 -0.016
C 3.775425 2.668952 0.471151 -0.0171 -0.0340 -0.0319 -0.015
H 5.332863 2.378574 -1.768584 0.0043 -0.0015 -0.0110 0.106
H 6.075983 1.068564 -2.683805 0.0243 -0.0125 0.0089 0.114
H 6.261047 1.119366 -0.913106 0.0043 0.0129 0.0058 0.117
H 2.376202 -2.012150 -2.098918 0.0028 0.0097 0.0060 0.136
H 4.971848 -2.589009 -2.708606 0.0017 -0.0017 0.0024 0.103
H 6.155125 -1.566884 -1.880167 0.0025 -0.0005 -0.0100 0.110
H 5.634410 -1.172368 -3.522305 0.0051 -0.0028 0.0043 0.113
H 1.638199 2.981586 -2.152695 0.0636 0.0053 -0.0221 0.130
H 1.360911 5.244941 -1.114970 -0.0204 -0.0270 0.0097 0.125
H 2.700268 5.863718 0.848954 0.0018 -0.0116 0.0020 0.135
H 4.287512 4.240485 1.831639 0.0000 -0.0021 -0.0103 0.140
H 4.480345 1.960268 0.888495 -0.0043 0.0132 0.0095 0.141
```
Forces are in eV/Å.



No. 2
Computed, not measured: 2 unconnected molecules or ions with the total composition C5H7NO at a distorted geometry, with wB97M-V/def2-TZVPD.

Calculated values
**E_HOMO**: -8.66 eV
**Net charge**: 0
**Frontier orbital gap**: 9.1 eV
**LUMO**: 0.4 eV

XYZ file:
```
14
Properties=species:S:1:pos:R:3:forces:R:3:lowdin_charge:R:1
C 1.881140 0.019280 0.073249 -0.9877 -1.3644 1.6122 -0.576
C -0.599017 1.744531 -0.798537 -0.6586 2.1868 -0.7006 0.047
C -0.810519 0.552449 -0.410182 3.7956 -2.6322 -0.0362 -0.135
C 1.354049 -1.294736 0.471770 1.9197 -2.2398 0.5380 -0.109
C -1.653831 -0.420487 0.215566 0.9906 0.6039 -0.4290 -0.042
N 0.911509 -0.472527 -0.675910 -3.6790 2.0223 -0.6926 0.087
O 2.475237 0.951057 0.487531 1.2380 1.9589 -0.2103 0.097
H 0.420308 1.927273 -1.087723 -0.0021 0.7116 -0.3472 0.074
H -1.420134 2.511895 -0.854876 1.0798 -0.7729 0.2030 0.107
H 1.934569 -2.179797 0.137195 -0.6458 0.3351 0.1811 0.095
H 0.901360 -1.508612 1.473064 -0.2385 0.8474 -0.9950 0.116
H -1.015721 -1.252465 0.443792 -0.1859 -0.6986 0.4038 0.065
H -2.335593 -0.635657 -0.546326 -1.6996 -0.9740 -0.6444 0.083
H -2.043360 0.057801 1.071392 -0.9265 0.0159 1.1174 0.091
```
Forces are in eV/Å.